DFT (ωB97M-V/def2-TZVPD) results for 7 unconnected molecules or ions with the total composition C38H45O3P2.

## Properties
Total charge = -1
LUMO level = 2.251 eV
Multiplicity = 1
Frontier orbital gap = 6.92 eV

The geometry in XYZ format:
```
88
Properties=species:S:1:pos:R:3:forces:R:3:lowdin_charge:R:1
O 0.6536 0.0347 -1.6666 -0.106 0.128 0.010 -0.471
P 1.6850 0.5719 -0.7295 -0.657 -0.492 -0.512 0.739
C 3.3484 0.8166 -1.4056 0.033 -0.092 -0.212 -0.575
C 4.4729 0.8835 -0.3634 -0.116 0.187 -0.062 -0.357
O 5.6323 0.6432 -1.0764 0.056 -0.038 -0.027 -0.386
P 5.3673 -0.7637 -2.1705 0.287 -0.021 0.055 0.438
O 3.6000 -0.2951 -2.1918 -0.008 -0.170 0.153 -0.405
H 1.2186 1.8019 -0.2013 0.390 0.049 0.302 -0.004
H 1.8326 -0.2786 0.3865 0.188 0.207 0.153 0.018
H 3.3323 1.7375 -2.0167 0.006 0.095 0.140 0.118
H 4.5001 1.8636 0.1257 0.091 -0.022 0.062 0.088
H 4.3081 0.1052 0.4007 -0.062 0.075 0.085 0.093
H 6.7702 -1.0931 -2.1384 -0.037 -0.002 0.006 -0.064
H 5.5508 0.1149 -3.2961 -0.051 0.023 0.019 -0.029
H 5.0443 -1.8804 -3.0113 -0.030 0.011 -0.052 -0.059
H 5.1199 -1.5465 -0.9713 -0.072 0.023 -0.025 -0.026
C -1.7061 5.9260 -1.4760 -0.007 0.000 -0.007 -0.101
C -2.6962 5.8376 -0.5070 -0.001 0.004 0.006 -0.119
C -2.9871 4.6122 0.0785 -0.003 0.008 0.026 -0.114
C -2.2860 3.4767 -0.3031 -0.005 0.002 -0.009 -0.085
C -1.2960 3.5640 -1.2726 0.032 -0.038 -0.013 -0.085
C -1.0076 4.7888 -1.8591 -0.001 0.006 0.007 -0.089
H -1.4793 6.8811 -1.9332 0.000 -0.001 0.002 0.097
H -3.2420 6.7251 -0.2088 0.003 0.000 0.002 0.094
H -3.7651 4.5420 0.8290 0.004 -0.002 0.003 0.097
H -2.5110 2.5197 0.1501 0.002 -0.001 -0.004 0.104
H -0.7528 2.6763 -1.5709 -0.005 -0.059 -0.030 0.086
H -0.2366 4.8543 -2.6162 0.003 0.000 0.004 0.102
C 0.2732 -4.4664 1.9018 -0.012 -0.016 0.007 -0.119
C -0.3685 -3.6502 0.9788 0.009 -0.008 -0.007 -0.101
C 0.3541 -3.0673 -0.0542 -0.039 -0.012 -0.002 -0.094
C 1.7179 -3.3048 -0.1644 0.058 0.120 -0.137 -0.086
C 2.3618 -4.1157 0.7598 -0.035 -0.026 0.004 -0.088
C 1.6386 -4.6975 1.7934 0.012 -0.029 0.007 -0.113
H -0.2895 -4.9215 2.7086 0.007 0.004 0.006 0.092
H -1.4329 -3.4669 1.0661 0.002 0.004 0.006 0.094
H -0.1287 -2.4161 -0.7730 0.024 0.027 0.013 0.085
H 2.2747 -2.8402 -0.9708 0.038 0.016 0.033 0.105
H 3.4270 -4.2889 0.6718 0.002 0.017 0.005 0.101
H 2.1383 -5.3309 2.5168 -0.009 0.001 0.006 0.091
C 0.4153 -9.7949 4.5233 0.000 -0.002 0.000 -0.105
C -0.2252 -8.9777 3.6016 0.000 0.000 0.001 -0.098
C 0.4977 -8.3908 2.5722 -0.016 0.017 -0.016 -0.095
C 1.8617 -8.6245 2.4619 0.005 0.007 -0.005 -0.096
C 2.5020 -9.4425 3.3825 0.004 -0.003 -0.003 -0.098
C 1.7795 -10.0267 4.4142 -0.001 -0.002 0.000 -0.105
H -0.1487 -10.2502 5.3277 0.001 0.001 0.000 0.096
H -1.2893 -8.7964 3.6860 0.002 0.004 0.003 0.098
H 0.0021 -7.7465 1.8572 0.013 0.009 0.001 0.100
H 2.4233 -8.1647 1.6587 -0.004 0.010 0.005 0.103
H 3.5659 -9.6236 3.2963 0.000 0.004 0.003 0.099
H 2.2803 -10.6617 5.1341 -0.001 -0.001 -0.002 0.096
C -7.3479 4.3949 -1.6736 -0.007 0.001 0.006 -0.089
C -6.3995 5.2051 -1.0643 0.008 0.006 -0.029 -0.091
C -6.7589 5.9991 0.0159 0.005 0.003 0.003 -0.098
C -8.0640 5.9825 0.4890 -0.001 0.001 0.001 -0.102
C -9.0117 5.1719 -0.1205 -0.001 0.000 0.000 -0.105
C -8.6535 4.3790 -1.2024 -0.002 -0.002 0.001 -0.101
H -7.0662 3.7732 -2.5137 0.001 0.000 0.002 0.103
H -5.3798 5.2148 -1.4265 -0.002 -0.013 -0.003 0.089
H -6.0187 6.6316 0.4906 0.001 -0.006 0.003 0.096
H -8.3423 6.6005 1.3334 0.000 0.000 -0.001 0.097
H -10.0293 5.1565 0.2490 0.000 0.002 -0.002 0.096
H -9.3924 3.7460 -1.6774 0.002 -0.003 0.003 0.098
C -3.7223 -1.6796 -5.4292 0.000 0.000 0.002 -0.118
C -3.6268 -2.1751 -4.1357 -0.003 0.002 -0.003 -0.111
C -2.5600 -1.8044 -3.3277 0.001 0.001 0.014 -0.091
C -1.5839 -0.9369 -3.8021 -0.002 -0.009 0.000 -0.073
C -1.6849 -0.4443 -5.0973 0.001 0.007 0.004 -0.089
C -2.7488 -0.8138 -5.9095 -0.004 0.002 -0.003 -0.111
H -4.5526 -1.9690 -6.0621 0.001 0.000 0.000 0.091
H -4.3844 -2.8515 -3.7584 0.004 -0.003 0.000 0.093
H -2.4842 -2.1941 -2.3198 0.000 0.001 -0.002 0.094
H -0.7544 -0.6471 -3.1672 0.006 0.005 0.000 0.064
H -0.9249 0.2303 -5.4711 0.003 -0.008 -0.003 0.101
H -2.8193 -0.4283 -6.9196 0.000 0.002 0.002 0.093
C 4.5826 4.5264 4.7274 0.001 -0.004 0.001 -0.107
C 3.6942 4.0448 3.7755 0.002 0.018 0.001 -0.098
C 4.1284 3.8082 2.4788 -0.014 -0.006 -0.025 -0.093
C 5.4512 4.0459 2.1326 0.005 -0.003 -0.002 -0.088
C 6.3395 4.5247 3.0856 0.001 0.007 -0.002 -0.097
C 5.9053 4.7673 4.3818 0.000 0.001 0.001 -0.107
H 4.2447 4.7108 5.7396 0.001 -0.001 -0.001 0.095
H 2.6634 3.8513 4.0442 0.000 0.005 -0.003 0.099
H 3.4377 3.4331 1.7341 -0.006 -0.013 0.015 0.092
H 5.7897 3.8485 1.1235 0.004 -0.019 0.006 0.103
H 7.3729 4.7043 2.8175 -0.002 0.000 0.000 0.099
H 6.5995 5.1407 5.1245 0.000 -0.004 0.000 0.095
```
Forces are in eV/Å.

DFT (ωB97M-V/def2-TZVPD) results for a molecular structure, C38H46GeIN6O8S2Ti.

## Properties
Total charge = -1
LUMO level (spin up / spin down) = 0.528 / -3.012 eV
⟨S²⟩ = 2.0380
Multiplicity = 3
Frontier orbital gap (spin up / spin down) = 4.54 / 2.31 eV

The geometry in XYZ format:
```
103
Properties=species:S:1:pos:R:3:forces:R:3:lowdin_spin:R:1
Ti 0.1966 -0.2019 -0.4421 0.524 -2.304 -0.972 0.157
C -2.6591 3.0547 0.6912 0.161 -0.146 -0.004 0.000
C -1.2214 3.4097 0.9179 -0.010 -0.338 -0.015 0.000
N -0.9410 4.6206 1.3463 -0.327 -0.149 -0.040 0.000
C 0.3267 4.9605 1.5748 0.239 0.059 -0.012 0.002
C 1.3869 4.0866 1.5076 0.003 -0.395 0.034 0.000
C 2.7760 4.5314 1.8869 0.014 0.231 -0.312 0.000
O 3.1865 4.0191 3.1426 0.046 -0.218 0.429 0.000
C 1.1150 2.7533 1.1128 -1.689 0.740 -0.568 0.002
C 2.0468 1.7076 1.3394 0.209 -1.586 0.288 0.002
N 1.7482 0.4474 1.1394 -0.170 1.522 -0.609 0.007
C 2.4687 -0.5333 1.8149 0.763 -0.787 0.983 0.004
C 3.8645 -0.6030 1.9043 -0.400 0.213 -0.139 0.000
C 4.4828 -1.6339 2.5852 -0.062 -0.027 0.136 0.002
C 3.7265 -2.5900 3.2472 0.074 0.053 -0.078 -0.001
C 2.3428 -2.5331 3.1962 -0.058 -0.040 0.058 0.003
C 1.7393 -1.5185 2.4826 -0.579 0.270 -0.178 0.004
I -0.3967 -1.3784 2.3863 0.670 -0.253 0.047 0.008
C -0.2109 2.4454 0.6740 1.132 1.815 1.194 0.000
O -0.4776 1.3094 0.0902 -0.948 2.406 0.516 0.004
H -3.2523 3.3507 1.5533 -0.012 0.026 0.074 0.000
H -2.7516 1.9798 0.5331 -0.210 0.102 -0.055 0.000
H -3.0462 3.5971 -0.1705 -0.056 -0.072 -0.125 0.000
H 0.4762 5.9932 1.8593 0.186 0.103 0.030 0.000
H 2.8133 5.6297 1.8858 0.029 -0.192 -0.107 0.000
H 3.5092 4.1653 1.1631 -0.041 0.151 -0.004 0.000
H 2.6073 4.3665 3.8302 0.010 -0.015 -0.103 0.000
H 2.9543 1.9692 1.8851 -0.041 -0.096 0.027 0.000
H 4.4600 0.1470 1.4066 0.085 0.101 -0.163 0.000
H 5.5608 -1.7007 2.5890 0.062 0.053 0.032 0.000
H 4.2169 -3.3704 3.8089 0.001 -0.131 -0.021 0.000
H 1.7385 -3.2681 3.7054 -0.024 -0.058 0.044 0.001
C 0.4375 0.0138 -2.5273 -0.428 0.216 -0.144 -0.002
H -0.0956 0.8643 -2.9639 0.031 -0.018 -0.032 0.002
H 0.0188 -0.8918 -2.9916 0.070 0.072 0.124 0.000
H 1.4839 0.0726 -2.8507 -0.035 -0.011 0.213 0.001
O 7.9259 -3.5629 0.9251 1.196 0.479 0.214 0.361
S 8.2289 -4.5968 -0.0418 -4.458 -1.932 -1.316 -0.054
O 8.9821 -5.7184 0.4727 1.092 0.510 0.229 0.350
O 8.5847 -4.1464 -1.3761 1.532 0.671 0.360 0.350
C 6.5608 -5.2884 -0.4622 0.675 0.171 0.334 -0.011
N 6.4949 -6.5460 -0.8224 0.794 -0.610 0.103 0.070
C 5.2866 -6.9789 -1.1792 -0.430 0.262 0.025 0.015
C 4.1749 -6.1613 -1.1623 0.261 -0.158 0.045 0.049
C 4.3705 -4.8219 -0.7826 -0.389 0.230 0.009 0.056
N 5.6067 -4.4107 -0.4413 -0.050 0.594 0.188 0.059
C 3.3390 -3.8138 -0.7477 0.318 -0.363 0.025 0.170
C 1.9620 -4.0948 -0.6267 -0.423 0.381 -0.091 0.031
C 1.0581 -3.0660 -0.5608 -0.323 -1.292 -0.062 0.089
N 1.3986 -1.7605 -0.6615 0.438 -0.276 0.239 0.131
C 2.7229 -1.4946 -0.8224 1.296 -0.146 -0.453 0.106
C 3.6978 -2.4547 -0.8264 -0.496 0.512 0.014 0.024
H 5.2344 -8.0139 -1.4878 -0.118 -0.084 -0.049 0.000
H 3.2100 -6.5260 -1.4730 -0.104 -0.044 -0.023 0.003
H 1.6129 -5.1138 -0.5583 -0.125 -0.050 0.055 0.000
H -0.0030 -3.2764 -0.4302 0.203 0.040 -0.021 0.005
H 2.9932 -0.4508 -0.9720 -0.014 -0.133 0.067 0.006
H 4.7413 -2.1894 -0.8959 0.001 0.132 -0.101 -0.001
N 0.2101 3.5863 -1.8188 -0.727 -0.165 0.047 0.000
C 1.5641 3.8451 -1.8327 0.606 0.155 -0.140 0.000
C 2.0330 5.1538 -1.9754 -0.175 -0.173 0.004 0.000
C 3.3911 5.4201 -1.9500 -0.370 -0.122 0.049 0.000
C 4.2664 4.3772 -1.7616 1.508 0.268 0.095 0.000
C 3.8376 3.0800 -1.6066 -0.461 -0.055 0.010 0.000
C 2.4823 2.8074 -1.6387 -0.257 -0.011 -0.002 0.000
S 6.0642 4.6354 -1.7266 -1.342 -0.107 -0.384 0.000
O 6.4591 3.8032 -0.6039 0.472 -0.133 0.219 0.000
O 6.2181 6.0642 -1.5278 0.249 0.211 0.056 0.000
O 6.4590 4.1437 -3.0377 0.432 0.022 0.105 0.000
H -0.3948 4.3060 -2.1777 0.017 -0.105 -0.093 0.000
H -0.0879 2.6370 -2.0015 0.062 0.303 -0.129 0.000
H 1.3171 5.9556 -2.0956 -0.107 0.105 -0.060 0.000
H 3.7803 6.4198 -2.0689 0.037 0.090 0.029 0.000
H 4.5826 2.3141 -1.4622 0.044 -0.199 0.043 0.000
H 2.1114 1.7923 -1.5198 0.040 0.061 -0.112 0.000
C -3.9702 -4.0299 -4.4524 -0.009 -0.141 0.208 0.000
C -4.3204 -4.2619 -2.9865 -0.072 0.212 -0.034 0.000
C -4.1037 -3.0261 -2.1073 0.117 -0.096 0.043 0.000
C -2.6430 -2.6039 -2.0200 0.364 0.479 0.264 -0.001
Ge -2.2525 -0.8969 -0.9572 -1.560 -0.614 -0.833 -0.004
C -3.0602 0.5850 -2.1212 0.498 -0.218 0.029 0.000
C -4.5430 0.6912 -2.5022 -0.011 0.015 0.131 0.000
C -5.4741 1.3337 -1.4708 -0.045 -0.255 -0.140 0.000
C -5.9616 0.3829 -0.3853 0.115 0.221 -0.028 0.000
H -4.2538 -4.8941 -5.0498 0.002 -0.037 -0.125 0.000
H -2.9038 -3.8677 -4.5824 0.103 0.036 -0.078 0.000
H -4.4975 -3.1589 -4.8347 -0.062 0.121 -0.107 0.000
H -3.7229 -5.0904 -2.5991 -0.041 -0.085 0.063 0.000
H -5.3735 -4.5501 -2.9267 0.009 -0.105 0.080 0.000
H -4.4782 -3.2346 -1.1021 -0.079 0.073 0.028 0.000
H -4.6976 -2.2077 -2.5114 -0.145 0.014 0.026 0.000
H -2.2533 -2.4356 -3.0266 0.132 0.041 0.001 0.000
H -2.0722 -3.4365 -1.5975 0.122 0.031 0.002 0.000
H -3.3132 -1.0647 0.1947 0.393 0.041 0.125 -0.001
H -2.5115 0.4842 -3.0654 0.137 -0.024 0.126 0.000
H -2.7405 1.5399 -1.6966 0.078 0.028 -0.005 0.000
H -4.9314 -0.2946 -2.7577 -0.111 0.016 -0.133 0.000
H -4.6006 1.2975 -3.4158 0.025 -0.103 0.050 0.000
H -6.3517 1.7135 -2.0037 0.055 0.124 0.050 0.000
H -4.9707 2.1855 -1.0112 -0.011 0.138 -0.022 0.000
H -6.4952 -0.4565 -0.8272 -0.048 -0.133 -0.012 0.000
H -6.6406 0.9048 0.2875 -0.068 -0.048 0.122 0.000
H -5.1279 -0.0073 0.1918 -0.009 -0.071 0.095 0.000
```
Forces are in eV/Å.